# 1
This record from the Open Molecules 2025 dataset describes a molecular structure, C27H71N3O10 at a distorted geometry. The level of theory is wB97M-V/def2-TZVPD.

HOMO in eV: -7.8
Energy above the lowest of the compared OMol25 structures with the same formula, charge and spin in kcal per mole: 578.4
Frontier orbital gap in Ha: 0.2780

Structure (XYZ):
```
111
Properties=species:S:1:pos:R:3:forces:R:3
O 2.105 -1.646 -4.917 1.713 -0.084 -2.835
H 1.965 -0.771 -5.279 -0.123 0.287 -0.335
H 2.670 -1.504 -4.157 0.368 0.006 -0.153
O -5.058 -0.322 -2.160 -14.144 1.875 -0.455
H -4.936 -0.103 -3.084 -1.224 1.037 -0.322
H -5.914 0.045 -1.938 -1.488 -0.079 0.176
O -0.897 -1.364 -5.434 1.086 0.799 -3.393
H -1.252 -1.426 -4.548 -0.055 0.020 -0.202
H -0.135 -1.944 -5.429 0.151 -0.118 -0.101
O -4.103 -2.299 -2.363 -0.043 -4.929 -3.558
H -4.540 -1.506 -2.672 -1.005 -1.708 0.128
H -4.082 -2.875 -3.127 -0.310 -0.920 -0.004
O -0.383 -5.432 -2.295 -0.921 -3.394 -0.621
H -0.882 -5.904 -2.961 -0.245 -0.545 -0.207
H 0.353 -5.049 -2.772 0.536 -1.401 -0.521
O -3.086 0.685 -4.656 -1.212 0.323 -2.820
H -3.710 1.348 -4.360 -0.086 0.286 -0.032
H -2.894 0.170 -3.872 0.438 0.521 -0.980
O -3.955 -1.726 -0.157 -0.169 0.266 3.223
H -3.815 -1.879 -1.091 0.547 -1.459 0.977
H -4.751 -1.196 -0.117 -0.216 -0.126 0.462
C -3.287 -0.052 -2.293 7.118 -0.110 2.832
C -1.743 -0.084 -2.111 0.964 2.050 0.015
C -1.523 0.498 -0.636 2.163 -2.418 -5.736
C -0.141 0.299 -0.088 1.103 -2.967 -2.085
C 0.379 -1.137 -0.281 0.410 0.161 -1.951
C 0.136 -1.786 -1.721 -0.367 -0.167 0.246
N -1.250 -1.467 -2.168 -0.214 0.828 1.997
O -1.609 -2.014 -3.420 -0.159 -1.077 2.730
C 1.265 -1.476 -2.707 -1.876 0.559 1.670
C 0.212 -3.288 -1.534 -0.134 1.074 1.544
C -1.066 0.853 -3.166 0.758 -0.102 -0.093
H -3.806 -0.698 -1.585 5.208 2.157 0.543
H -3.672 -0.556 -3.179 2.507 0.708 -0.090
H -3.773 0.887 -2.030 1.992 0.828 -0.606
H -1.661 1.576 -0.551 -0.711 0.231 -0.929
H -2.096 -0.009 0.141 -0.404 -3.209 -4.951
H 0.016 0.529 0.966 -1.451 -2.635 -2.687
H 0.603 0.913 -0.594 -0.377 0.455 -0.268
H 0.168 -1.854 0.512 -0.592 0.107 0.012
H 1.461 -1.007 -0.257 0.073 -0.436 0.328
H 2.146 -1.721 -2.114 -0.430 -0.528 -1.209
H 1.156 -2.003 -3.655 -0.702 -0.296 1.628
H 1.306 -0.419 -2.968 0.067 0.223 0.135
H 1.138 -3.531 -1.012 0.154 -0.065 -0.334
H -0.550 -3.536 -0.795 -0.244 -0.232 -0.085
H 0.039 -3.985 -2.353 0.100 4.022 0.678
H -0.126 1.305 -2.848 -0.116 0.162 0.436
H -1.760 1.572 -3.601 0.686 0.559 0.968
H -0.806 0.325 -4.084 0.141 -0.224 0.192
H -2.467 -2.387 -3.205 0.009 -0.214 0.036
C 0.099 1.417 2.320 -3.771 1.693 1.505
C -1.453 1.385 2.633 0.386 1.245 0.350
C -1.774 0.761 4.006 -0.210 -0.230 0.809
C -1.758 1.656 5.249 0.290 0.664 -0.799
C -2.490 2.968 4.917 0.548 -0.186 1.414
C -2.027 3.743 3.705 -0.288 1.103 -1.086
N -2.031 2.762 2.579 -1.425 0.620 0.733
O -1.807 3.392 1.329 0.977 -0.138 0.059
C -3.134 4.897 3.507 0.411 -1.204 -0.350
C -0.620 4.459 3.894 -1.225 -1.286 -0.995
C -2.280 0.575 1.605 -0.176 2.127 3.923
H 0.745 2.226 2.661 -1.150 -0.128 1.262
H 0.513 0.437 2.558 -2.366 0.284 1.159
H 0.254 1.502 1.245 0.214 2.644 1.887
H -2.761 0.314 3.892 -0.239 0.189 0.200
H -1.137 -0.095 4.229 0.317 -0.100 -0.460
H -2.191 1.176 6.127 -0.444 -0.153 -0.224
H -0.739 1.830 5.594 0.296 0.297 -0.316
H -2.344 3.658 5.749 -0.247 0.050 0.299
H -3.555 2.745 4.857 -0.064 0.097 -0.226
H -4.157 4.521 3.508 0.016 -0.538 0.082
H -3.065 5.422 2.555 0.536 0.192 0.126
H -3.102 5.589 4.349 0.357 0.102 -0.115
H -0.254 4.717 2.900 0.026 -0.142 -0.132
H -0.010 3.642 4.279 0.579 0.666 0.451
H -0.643 5.410 4.426 -0.037 -0.459 0.582
H -3.313 0.910 1.698 -0.249 -0.270 0.413
H -2.023 0.798 0.570 -1.309 3.298 5.860
H -2.220 -0.508 1.709 0.099 -0.134 0.297
H -2.667 3.536 0.926 -0.280 -0.169 0.197
C 3.683 -3.192 0.201 0.090 -1.893 0.412
C 4.307 -1.824 0.300 0.663 1.061 0.119
C 4.137 -1.130 -1.059 -2.249 1.771 0.425
C 4.163 0.419 -1.045 1.183 -0.261 0.670
C 3.262 0.994 0.080 0.060 -0.803 -1.632
C 3.593 0.464 1.478 0.911 -0.096 0.294
N 3.618 -1.067 1.442 -1.111 0.708 -1.935
O 3.643 -1.752 2.686 1.360 0.841 -0.208
C 4.978 1.112 1.816 -0.574 -0.671 0.445
C 2.468 0.962 2.408 2.640 -1.092 -0.722
C 5.850 -1.868 0.462 -0.556 -0.431 1.814
H 2.650 -3.279 -0.135 0.200 0.751 -0.181
H 3.669 -3.814 1.096 0.179 0.623 0.757
H 4.270 -3.885 -0.401 0.151 0.395 -0.726
H 4.714 -1.580 -1.867 0.380 -0.047 0.316
H 3.097 -1.183 -1.381 0.747 -0.648 0.616
H 3.875 0.740 -2.046 -0.326 0.256 0.066
H 5.167 0.821 -0.910 0.234 -0.027 -0.012
H 2.236 0.794 -0.228 0.174 -0.118 0.412
H 3.359 2.080 0.046 0.056 0.077 0.335
H 4.948 2.199 1.741 -0.230 0.045 -0.002
H 5.234 0.861 2.845 0.308 -0.093 -0.040
H 5.737 0.763 1.117 0.040 -0.017 0.320
H 1.491 0.622 2.064 3.960 -0.287 -0.823
H 2.575 0.611 3.434 0.159 -0.060 0.105
H 2.415 2.051 2.434 0.634 -0.110 -0.171
H 6.299 -2.765 0.036 0.009 0.177 -0.211
H 5.962 -1.913 1.545 0.589 -0.255 0.146
H 6.360 -0.953 0.160 -0.162 -0.185 -0.370
H 2.798 -2.184 2.830 -0.368 0.158 -0.519
```
Positions in Å, forces in eV/Å.

***

# 2
This record from the Open Molecules 2025 dataset describes a molecular structure, C41H69BN9PS4Tc at a distorted geometry. The level of theory is wB97M-V/def2-TZVPD.

<S²>: 0.76
HOMO (alpha / beta) in eV: -11.9 / -12.5
Charge: +2
Frontier orbital gap (alpha / beta) in Ha: 0.2128 / 0.2338
Spin multiplicity: 2

Structure (XYZ):
```
126
Properties=species:S:1:pos:R:3:forces:R:3
Tc 0.766 -0.278 0.032 0.269 -1.295 -0.033
C -1.762 3.459 -2.670 -0.035 -0.114 0.071
C -2.497 2.606 -1.678 0.144 0.003 -0.207
C -3.734 2.944 -1.247 -0.180 0.117 0.057
C -4.442 2.142 -0.311 -0.053 0.046 -0.005
N -3.910 1.041 0.126 0.102 0.223 -0.103
N -2.677 0.683 -0.329 -0.141 -0.334 0.398
B -2.661 -0.700 0.301 0.377 0.316 -0.395
N -2.202 -0.867 1.709 -0.028 -0.360 -0.809
N -2.560 -2.071 2.243 0.028 0.108 -0.144
C -2.536 -2.193 3.523 0.023 -0.071 0.447
C -2.292 -1.051 4.356 -0.121 -0.497 0.138
C -1.762 0.074 3.835 0.205 0.345 -0.140
C -1.368 1.240 4.700 -0.132 -0.032 -0.145
C -1.542 0.069 2.414 -0.008 0.154 0.613
S -0.406 1.105 1.697 -0.396 0.928 0.490
C -2.727 -3.577 4.123 -0.008 0.115 -0.035
C -2.829 -4.627 3.018 -0.068 0.070 -0.087
C -3.988 -3.595 4.997 -0.011 0.051 0.057
C -1.493 -3.874 4.991 0.068 -0.035 -0.017
N -3.622 -1.693 -0.210 -0.552 0.012 0.906
N -4.687 -1.918 0.646 0.363 0.129 -0.551
C -5.619 -2.686 0.202 -0.333 -0.300 -0.219
C -5.530 -3.310 -1.102 -0.135 0.025 0.449
C -4.504 -3.063 -1.936 0.254 0.164 -0.231
C -4.386 -3.677 -3.292 0.034 0.084 0.031
C -3.475 -2.155 -1.464 -0.608 -0.506 0.075
S -2.123 -1.679 -2.283 0.202 0.257 -0.039
C -6.841 -2.943 1.077 0.084 -0.003 -0.133
C -6.803 -2.100 2.347 0.113 0.002 0.041
C -8.100 -2.586 0.271 -0.033 0.031 0.047
C -6.872 -4.431 1.451 0.019 -0.078 -0.035
C -1.911 1.396 -1.161 0.066 0.133 -0.327
S -0.331 1.000 -1.677 0.093 0.458 0.037
C -5.822 2.540 0.177 0.105 0.035 -0.045
C -6.750 2.656 -1.041 -0.001 -0.006 -0.033
C -6.378 1.498 1.136 -0.037 -0.050 0.064
C -5.715 3.898 0.885 0.009 0.018 0.030
H -2.373 4.314 -2.953 0.009 -0.013 0.007
H -1.520 2.887 -3.567 -0.002 -0.018 0.004
H -0.819 3.814 -2.257 0.010 0.003 0.012
H -4.193 3.852 -1.618 -0.009 -0.024 0.024
H -2.474 -1.118 5.422 0.040 -0.052 -0.036
H -1.339 0.943 5.746 -0.006 -0.006 -0.002
H -2.093 2.051 4.597 0.005 -0.008 -0.037
H -0.403 1.652 4.416 0.029 0.002 -0.001
H -3.654 -4.412 2.335 0.016 -0.018 0.076
H -2.991 -5.607 3.467 0.014 -0.004 -0.008
H -1.914 -4.660 2.422 -0.004 -0.009 0.023
H -4.868 -3.256 4.449 0.032 -0.052 -0.022
H -3.877 -2.966 5.884 -0.014 -0.014 -0.038
H -4.177 -4.613 5.338 0.018 0.013 0.034
H -0.577 -3.816 4.394 -0.053 -0.005 0.015
H -1.570 -4.884 5.396 -0.003 0.015 0.006
H -1.401 -3.186 5.836 -0.028 -0.023 -0.047
H -6.304 -4.005 -1.402 -0.027 0.049 0.011
H -5.165 -4.422 -3.440 0.012 0.004 -0.038
H -3.408 -4.139 -3.426 -0.005 -0.018 0.029
H -4.475 -2.910 -4.064 0.000 0.003 0.005
H -6.890 -1.039 2.124 -0.004 0.044 -0.006
H -5.867 -2.244 2.889 -0.070 -0.024 -0.013
H -7.635 -2.384 2.992 0.017 0.002 0.001
H -8.053 -1.561 -0.106 -0.002 -0.020 0.031
H -8.976 -2.665 0.916 0.005 -0.009 -0.019
H -8.259 -3.255 -0.576 0.020 0.008 0.006
H -5.972 -4.725 1.997 -0.039 0.037 0.002
H -6.958 -5.070 0.570 0.015 0.001 0.026
H -7.736 -4.632 2.086 0.009 0.005 -0.020
H -6.798 1.714 -1.591 -0.005 0.011 0.020
H -6.431 3.439 -1.732 -0.010 -0.013 0.015
H -7.758 2.905 -0.707 0.020 0.009 -0.003
H -6.447 0.523 0.654 -0.005 -0.003 -0.005
H -7.375 1.803 1.454 0.015 -0.024 0.007
H -5.751 1.385 2.024 -0.012 0.008 -0.027
H -5.346 4.682 0.222 -0.013 -0.016 0.008
H -5.050 3.840 1.750 -0.017 -0.003 -0.018
H -6.702 4.203 1.238 0.015 -0.004 -0.013
C 2.815 -3.751 3.767 -0.026 0.192 0.038
N 2.496 -2.345 4.024 0.135 -0.299 0.113
C 3.006 -1.581 5.069 -0.039 -0.162 -0.185
C 2.505 -0.339 4.936 -0.140 -0.016 -0.193
N 1.693 -0.371 3.812 0.069 0.186 0.156
C 1.693 -1.593 3.254 -0.035 0.132 0.099
S 0.806 -2.114 1.879 0.346 0.232 0.139
H 3.224 -4.180 4.677 0.002 -0.015 -0.002
H 3.543 -3.827 2.962 0.003 0.010 -0.010
H 1.910 -4.280 3.484 -0.006 -0.019 0.009
H 3.676 -1.993 5.802 -0.016 -0.023 -0.014
H 2.649 0.546 5.529 -0.013 -0.007 -0.026
H 1.156 0.392 3.419 -0.009 0.017 -0.039
C 4.226 0.323 -1.976 0.066 0.022 0.011
C 3.528 1.510 -1.326 -0.024 -0.006 -0.113
P 2.667 1.182 0.241 -0.348 -0.100 0.004
C 3.950 0.661 1.428 0.162 -0.052 -0.063
C 4.380 -0.807 1.366 0.052 0.035 -0.027
C 2.307 2.876 0.833 0.053 0.034 0.017
C 1.423 3.718 -0.083 0.038 0.067 0.066
H 4.545 0.583 -2.985 0.012 0.008 0.019
H 3.554 -0.529 -2.049 -0.024 -0.048 0.002
H 5.113 0.017 -1.421 -0.037 0.006 -0.007
H 2.767 1.907 -2.002 -0.005 0.063 -0.011
H 4.238 2.316 -1.118 -0.007 0.020 -0.063
H 3.543 0.906 2.411 0.028 -0.005 0.044
H 4.811 1.318 1.269 -0.018 0.020 0.082
H 3.534 -1.468 1.180 -0.085 -0.032 0.022
H 4.852 -1.101 2.305 0.005 0.013 -0.023
H 5.105 -0.976 0.571 -0.023 0.007 0.027
H 3.281 3.355 0.977 -0.033 0.034 0.047
H 1.847 2.783 1.820 0.033 0.006 0.033
H 1.929 3.959 -1.018 -0.009 -0.027 -0.004
H 1.171 4.659 0.407 0.036 -0.003 -0.008
H 0.496 3.202 -0.325 -0.019 0.007 0.016
C 1.434 -2.328 -3.184 0.003 0.093 -0.040
C 1.521 -2.758 -1.723 0.232 0.138 0.412
C 0.442 -3.787 -1.397 -0.135 0.046 0.113
C 2.892 -3.346 -1.379 0.005 0.082 0.038
N 1.306 -1.542 -0.924 -0.148 -0.443 -0.856
H 1.630 -3.199 -3.811 -0.023 0.035 -0.027
H 2.170 -1.558 -3.415 -0.005 -0.053 -0.036
H 0.439 -1.944 -3.413 0.067 -0.029 -0.024
H 0.648 -4.695 -1.964 -0.011 -0.011 0.015
H -0.546 -3.413 -1.670 0.193 -0.149 0.067
H 0.451 -4.032 -0.333 0.027 -0.029 -0.029
H 3.066 -4.218 -2.010 0.009 0.003 0.043
H 2.915 -3.659 -0.333 0.002 -0.003 -0.025
H 3.700 -2.636 -1.547 0.010 0.047 -0.033
```
Positions in Å, forces in eV/Å.

***

no.,molar mass (Da),total energy (hartree)
1,597.88,-1986.972592
2,956.12,-4135.902728